[1]
37
Properties=species:S:1:pos:R:3 method="wB97M-V/def2-TZVPD" orbital_gap_ev=9.66 e_homo_ev=-9.51 total_energy_ev=-46688.357 e_lumo_ev=0.1 e_above_lowest_kcal_mol=0.0 smiles="CCO[C@@H]1OC(=O)c2ccc(Oc3ccc(C(F)(F)F)cc3Cl)cc21"
H 4.46 1.30 0.10
C -2.91 -1.55 1.07
C -0.50 0.86 -0.44
C 0.99 1.42 -2.59
C -1.83 -0.78 1.55
C -0.70 3.60 -0.11
O 0.96 4.86 -2.37
F -0.28 -5.52 1.47
C 0.15 1.72 -1.33
H 2.80 0.69 0.34
H -0.43 -0.21 -0.61
C 0.05 3.07 -1.20
C -1.33 2.74 0.80
H -1.87 3.15 1.61
C -2.86 -2.97 1.07
C -0.67 -1.42 1.97
H 3.02 2.46 -1.48
C -0.62 -2.81 1.89
C -1.26 1.33 0.68
C 0.79 3.66 -2.31
O 1.26 2.76 -3.19
H 0.32 -3.23 2.27
H -3.74 -3.55 0.86
H -3.86 -1.08 0.86
H 4.02 -0.27 -0.62
O 2.18 0.67 -2.26
Cl 0.75 -0.54 2.51
C 3.66 0.75 -0.36
H 4.08 1.41 -2.35
H -0.74 4.68 0.03
C -1.67 -3.61 1.46
C -1.57 -5.13 1.41
F -2.07 -5.57 0.21
C 3.24 1.43 -1.69
F -2.25 -5.72 2.41
H 0.41 0.83 -3.26
O -1.99 0.59 1.60


[2]
69
Properties=species:S:1:pos:R:3 method="wB97M-V/def2-TZVPD" orbital_gap_ev=5.65 e_homo_ev=-3.63 total_energy_ev=-118810.188 e_lumo_ev=2.0 e_above_lowest_kcal_mol=1.5 charge=-1
H 0.36 -1.26 4.29
C 2.10 2.77 0.03
H -4.56 -4.83 -3.43
N -0.28 0.63 3.51
H 3.72 -0.09 -2.51
O -3.04 -6.18 -3.81
H 0.09 3.53 0.19
N 3.24 2.26 -0.31
C -3.58 2.82 -0.77
H -2.08 -3.92 -4.96
C 3.18 4.41 3.30
H -0.07 5.40 3.21
H 5.34 -0.82 2.63
H 4.07 4.48 3.91
C -3.75 -5.00 -4.16
C 3.59 0.35 -1.52
C 2.97 -1.82 -0.38
O 2.14 -2.13 -1.31
H 5.02 0.71 0.71
C 3.70 -0.58 -0.36
C 1.99 5.02 3.70
N -0.37 0.09 1.37
C 0.86 4.92 2.92
C -2.03 -2.56 -2.24
C 0.07 -0.69 3.43
H 2.66 -3.62 0.75
H -1.53 2.27 -0.39
H 4.11 3.19 1.78
H -0.63 -5.10 -3.14
C -4.40 2.00 -2.87
N -2.17 -3.71 -2.88
C -2.45 -6.08 -2.52
H 0.50 2.22 4.65
H -0.79 2.09 2.03
C -2.84 -3.79 -4.17
H 4.14 -3.01 2.63
C -3.15 1.44 -3.05
C 0.88 4.21 1.72
C -4.61 2.70 -1.69
C -0.29 1.47 4.70
N -1.86 -1.56 -1.68
Rb 0.72 0.08 -1.22
H 0.29 -1.94 1.62
C 4.52 -0.25 0.72
H -3.23 -5.93 -1.77
C 3.19 -2.67 0.75
C -1.47 -4.92 -2.46
C 4.02 -2.32 1.79
H -3.70 3.36 0.15
H -5.18 1.89 -3.61
H -1.07 -4.78 -1.46
H -1.94 -7.02 -2.33
H -4.19 -5.17 -5.14
H -5.57 3.16 -1.50
H -0.13 0.84 5.57
C 2.08 3.58 1.30
C -0.54 1.05 2.25
H -1.25 1.97 4.81
C 4.70 -1.10 1.80
H -3.39 -2.87 -4.36
N -2.16 1.53 -2.20
Br -2.82 0.45 -4.66
O 0.95 2.61 -0.57
N 3.34 1.60 -1.53
C 0.03 -1.01 2.10
O -0.23 4.13 0.97
C -2.37 2.21 -1.07
C 3.20 3.69 2.11
H 1.96 5.58 4.63


[3]
89
Properties=species:S:1:pos:R:3 method="wB97M-V/def2-TZVPD" orbital_gap_ev=5.90 e_homo_ev=-3.75 total_energy_ev=-87971.007 e_lumo_ev=2.1 e_above_lowest_kcal_mol=29.1 charge=-1
C -1.52 2.52 0.01
H -7.89 -2.25 2.74
H -3.27 4.26 1.97
C -9.18 -6.95 -1.41
C -2.65 3.35 1.98
N 3.69 1.60 -1.41
C 4.57 -2.06 2.93
H -7.08 -3.82 2.54
H -9.14 -7.98 -1.08
H -11.50 -2.42 1.74
H -2.25 -4.69 -2.88
H -3.06 2.64 2.70
H -4.67 3.03 0.28
H -0.66 3.19 0.23
C -1.22 -4.34 -2.79
H -6.63 0.01 -3.00
O -7.38 -2.49 -1.25
N -1.24 -2.93 -2.81
C -6.51 -0.99 -3.44
H -10.05 -1.95 2.65
H -0.78 -4.67 -1.85
C -9.28 -4.28 -2.26
H -0.78 -2.75 -0.76
H 5.33 2.66 -0.84
C -9.66 -3.13 0.89
H 2.87 0.85 2.39
H -4.97 -4.51 -2.19
H -10.67 -4.96 -3.75
C 5.57 -1.54 3.76
C 5.61 -0.17 4.09
H 4.62 1.73 3.82
Cl -2.08 -1.21 1.24
O -1.50 1.65 -0.86
Cl 0.65 1.62 2.09
H -5.76 -0.93 -4.24
H 6.39 0.23 4.73
C 3.42 2.11 -2.76
N -2.66 2.78 0.68
H -6.68 -4.10 -0.16
H -4.19 1.34 0.62
C -3.90 2.27 0.11
H -7.79 -6.25 0.10
C 4.99 1.63 -0.86
H -6.25 -4.36 -3.42
H -7.47 -1.27 -3.89
H 4.95 1.22 0.15
H 3.83 1.40 -3.50
H 2.35 2.24 -2.92
O 1.57 1.12 -1.36
H -10.60 -7.34 -3.00
H -6.49 -2.40 1.64
H -10.20 -3.38 -0.02
H -1.32 -1.14 -3.95
C 3.56 -1.22 2.40
C -7.40 -2.91 2.01
C 4.62 0.66 3.57
H 4.57 -3.11 2.69
H -4.36 -2.20 -0.26
S 2.40 -1.95 1.39
C -7.64 -3.63 -0.43
Ba 0.24 -0.30 0.21
H -4.96 -0.57 -0.61
C -10.04 -5.25 -2.91
H -0.63 -4.69 -3.63
H 3.94 3.06 -2.86
C -5.42 -3.83 -2.92
H -10.66 -3.61 2.74
H -3.78 2.07 -0.96
C -10.00 -6.59 -2.49
C 3.61 0.15 2.73
C -10.51 -2.76 2.06
C -1.66 -2.18 -3.99
C -8.42 -5.99 -0.76
H -1.26 -2.69 -4.87
H 2.86 0.68 0.30
C -0.82 -2.22 -1.77
H 6.34 -2.20 4.16
H -4.65 -3.62 -3.69
C -8.46 -4.66 -1.19
H 5.65 1.03 -1.49
C -4.65 -1.52 -1.07
H -2.76 -2.21 -4.04
H -1.62 3.60 2.26
O -0.54 -1.03 -2.04
H -3.74 -1.32 -1.66
Si -6.00 -2.22 -2.14
C 2.66 1.08 -0.75
H -9.30 -3.24 -2.57
C -8.32 -3.21 0.87